Arrangement i

13
Properties=species:S:1:pos:R:3:nbo_charge:R:1 method="wB97M-V/def2-TZVPD" homo_ev=-9.554 lumo_ev=0.81 spin_multiplicity=1
N 1.450 0.823 -0.361 -0.7731
C 1.182 -0.412 0.016 0.5827
O 2.005 -1.345 0.121 -0.5809
C 0.184 -0.920 0.888 -0.0655
O -1.455 -1.042 0.102 -0.5517
C -1.785 -0.024 -0.540 0.4344
N -1.043 0.994 -0.387 -0.8338
H 2.434 0.955 -0.473 0.4000
H 0.826 1.562 -0.114 0.4417
H 0.289 -0.273 1.777 0.2124
H -0.031 -1.910 1.251 0.2434
H -2.601 -0.083 -1.256 0.1542
H -1.453 1.673 -1.024 0.3361

---

Arrangement ii

13
Properties=species:S:1:pos:R:3:nbo_charge:R:1 method="wB97M-V/def2-TZVPD" homo_ev=-9.464 lumo_ev=0.81 spin_multiplicity=1
C 1.124 -0.902 0.873 -0.7112
C -0.271 -0.628 0.375 0.5896
O -1.271 -1.204 0.784 -0.5431
C -0.457 0.783 -0.297 0.2909
N -1.258 1.697 0.318 -0.8012
N -0.078 0.800 -1.523 -0.1968
O 0.356 -0.675 -1.751 -0.6322
H 1.824 -0.106 0.612 0.2265
H 1.472 -1.842 0.439 0.2478
H 1.099 -0.998 1.961 0.2378
H -1.933 1.289 0.958 0.4112
H -1.644 2.395 -0.306 0.3965
H 1.038 -0.611 -2.443 0.4842

---

Arrangement iii

13
Properties=species:S:1:pos:R:3:nbo_charge:R:1 method="wB97M-V/def2-TZVPD" homo_ev=-9.007 lumo_ev=0.53 spin_multiplicity=1
C 0.136 -0.508 1.264 -0.1617
C 0.750 -0.461 -0.316 0.5602
C -0.367 0.199 -0.920 0.3645
N -0.704 1.508 -0.973 -0.7868
O 1.178 -0.269 2.146 -0.7138
N -0.692 -0.906 -1.563 -0.7127
O 1.942 -0.551 -0.476 -0.5651
H 2.004 -0.525 1.699 0.4878
H -0.059 2.187 -0.607 0.4187
H -1.565 1.767 -1.433 0.4082
H -1.698 -1.049 -1.653 0.3461
H -0.227 -1.542 1.296 0.1689
H -0.698 0.149 1.536 0.1858

---

Arrangement iv

13
Properties=species:S:1:pos:R:3:nbo_charge:R:1 method="wB97M-V/def2-TZVPD" homo_ev=-9.479 lumo_ev=-0.02 spin_multiplicity=1
C 0.853 -0.293 -0.306 0.5010
C -0.527 1.576 0.331 -0.4208
N -0.241 0.146 0.358 -0.5795
C -1.397 -0.783 -0.219 0.9055
N 1.651 -1.199 0.217 -0.6808
O -0.841 -1.678 -0.886 -0.7428
O -2.521 -0.450 0.041 -0.6285
H 1.218 0.212 -1.203 0.1840
H 2.391 -1.610 -0.332 0.4111
H 1.286 -1.734 0.995 0.4234
H -1.496 1.707 0.812 0.2483
H 0.226 2.139 0.883 0.1955
H -0.601 1.966 -0.692 0.1835

---

Which structure loses on stability? arrangement i does.

---

Arrangement i

13
Properties=species:S:1:pos:R:3:nbo_charge:R:1 method="wB97M-V/def2-TZVPD" homo_ev=-9.763 lumo_ev=0.72 spin_multiplicity=1 smiles="[H]/N=C/OCC(N)=O"
H 3.303 0.240 -1.146 0.3610
N 2.322 0.068 -0.949 -0.7128
C 1.972 0.586 0.145 0.4138
O 0.706 0.502 0.615 -0.4870
C -0.211 -0.158 -0.189 -0.0861
C -1.603 0.356 0.122 0.6132
N -2.282 -0.710 0.580 -0.8480
O -1.873 1.523 -0.104 -0.6018
H 2.576 1.142 0.866 0.1648
H 0.039 -0.066 -1.246 0.2384
H -0.219 -1.434 0.057 0.1012
H -3.283 -0.534 0.783 0.4253
H -1.445 -1.516 0.467 0.4181

---

Arrangement ii

13
Properties=species:S:1:pos:R:3:nbo_charge:R:1 method="wB97M-V/def2-TZVPD" homo_ev=-9.717 lumo_ev=0.81 spin_multiplicity=1 smiles="[H]/N=C/OCC(N)=O"
H 1.789 1.078 -1.786 0.3632
N 1.195 0.544 -1.157 -0.7656
C 1.660 0.595 0.021 0.4354
O 1.098 0.044 1.094 -0.4778
C -0.068 -0.782 0.980 -0.1726
C -1.355 -0.114 0.457 0.6399
N -1.556 -0.206 -0.888 -0.8288
O -2.167 0.345 1.239 -0.5930
H 2.583 1.097 0.322 0.1592
H 0.172 -1.675 0.394 0.1957
H -0.281 -1.055 2.013 0.2247
H -2.355 0.308 -1.231 0.3934
H -0.715 -0.179 -1.458 0.4262

---

Arrangement iii

13
Properties=species:S:1:pos:R:3:nbo_charge:R:1 method="wB97M-V/def2-TZVPD" homo_ev=-9.210 lumo_ev=0.93 spin_multiplicity=1 smiles="C=C[C@H](N)ON=O"
C -0.890 -1.318 -0.998 -0.3272
C -0.982 -0.163 -0.409 -0.2197
C -0.242 0.178 0.864 0.2163
N -0.212 1.492 1.212 -0.8197
O 1.341 -0.300 0.544 -0.4755
N 1.679 0.104 -0.765 0.3191
O 2.681 -0.334 -1.229 -0.3067
H -1.269 -1.534 -1.939 0.1993
H -0.369 -2.138 -0.709 0.2005
H -1.489 0.738 -0.726 0.2019
H -0.324 -0.626 1.650 0.2114
H 0.453 1.732 2.003 0.4083
H -0.377 2.167 0.501 0.3918

---

Arrangement iv

13
Properties=species:S:1:pos:R:3:nbo_charge:R:1 method="wB97M-V/def2-TZVPD" homo_ev="-9.820 / -9.680" lumo_ev="-1.00 / -0.42" spin_multiplicity=1
C 1.164 0.780 -0.173 -0.3420
C -0.251 0.399 0.036 -0.1618
C -1.199 1.183 0.919 -0.6089
N 0.792 -0.335 0.630 -0.1933
N 0.508 -2.560 -0.916 0.5544
O 1.210 -3.490 -0.773 -0.2578
O -0.413 -2.236 -1.574 -0.2896
H 1.633 0.612 -1.135 0.2148
H 1.592 1.607 0.382 0.2107
H -0.751 -0.087 -0.809 0.2254
H -2.053 0.573 1.200 0.2160
H -1.552 2.065 0.389 0.2175
H -0.682 1.491 1.825 0.2146

---

Which structure loses on stability? arrangement iv does.

---

Arrangement i

13
Properties=species:S:1:pos:R:3:nbo_charge:R:1 method="wB97M-V/def2-TZVPD" homo_ev=-9.624 lumo_ev=0.52 spin_multiplicity=1 smiles="NC(=O)NCC=O"
N 1.844 -1.372 -0.698 -0.8207
C 1.352 -0.133 -0.338 0.7741
O 2.009 0.885 -0.304 -0.6172
N 0.215 -0.193 0.487 -0.6409
C -0.676 0.955 0.712 -0.3212
C -1.977 0.412 0.169 0.4211
O -2.200 0.303 -1.008 -0.5018
H 2.499 -1.182 -1.457 0.3919
H 1.162 -2.026 -1.068 0.3773
H -0.268 -1.050 0.737 0.3806
H -0.443 1.810 0.079 0.2502
H -0.715 1.264 1.772 0.2012
H -2.801 0.326 0.918 0.1052

---

Arrangement ii

13
Properties=species:S:1:pos:R:3:nbo_charge:R:1 method="wB97M-V/def2-TZVPD" homo_ev=-9.663 lumo_ev=0.77 spin_multiplicity=1 smiles="N[C@@H]1CNC(=O)O1"
N 1.256 1.378 0.176 -0.8960
C 0.755 0.113 0.139 0.2708
C -0.400 -0.182 -0.902 -0.2160
N -1.124 -1.143 -0.331 -0.6579
C -1.045 -1.099 1.121 0.9059
O -1.831 -1.455 1.908 -0.5458
O 0.100 -0.206 1.334 -0.5361
H 0.894 2.373 -0.303 0.3992
H 2.415 1.634 0.169 0.3947
H 1.850 -0.485 -0.176 0.1503
H -0.953 0.803 -1.006 0.1617
H 0.162 -0.451 -1.517 0.1712
H -2.079 -1.280 -0.612 0.3981

---

Arrangement iii

13
Properties=species:S:1:pos:R:3:nbo_charge:R:1 method="wB97M-V/def2-TZVPD" homo_ev=-7.775 lumo_ev=0.39 spin_multiplicity=1 smiles="NC(=O)O.C=C=N"
N -0.608 1.086 -0.393 -0.8090
C 0.353 1.319 0.700 0.9210
O 1.415 1.855 0.565 -0.5542
O -0.266 1.002 1.855 -0.6851
H -0.399 1.681 -1.189 0.4121
H -1.571 1.273 -0.133 0.4015
H 0.400 0.937 2.554 0.5055
C -0.666 -2.002 -0.727 -0.6622
C 0.015 -0.853 -0.715 0.4375
N 1.230 -0.457 -0.802 -0.8086
H -0.156 -2.952 -0.727 0.2391
H -1.738 -2.099 -0.760 0.2115
H 1.992 -0.792 -0.230 0.3907

---

Arrangement iv

13
Properties=species:S:1:pos:R:3:nbo_charge:R:1 method="wB97M-V/def2-TZVPD" homo_ev=-10.238 lumo_ev=0.26 spin_multiplicity=1 smiles="O=C=O.CC#N.N"
O 0.508 -3.807 -1.326 -0.5067
C -0.506 -3.567 -1.801 1.0192
O -1.450 -3.259 -2.376 -0.5120
C -1.163 0.322 -1.325 -0.6107
C -0.291 -0.316 -2.752 0.2529
N 0.271 -0.674 -3.725 -0.3708
H -2.219 0.279 -1.513 0.2374
H -0.983 1.451 -1.208 0.2485
H -0.773 -0.293 -0.470 0.2416
N 2.622 -1.115 1.951 -1.0801
H 2.798 -2.063 2.483 0.3683
H 1.635 -0.951 1.771 0.3549
H 2.901 -0.351 2.651 0.3575

---

Which structure loses on stability? arrangement ii does.

---

Arrangement i

13
Properties=species:S:1:pos:R:3:nbo_charge:R:1 method="wB97M-V/def2-TZVPD" homo_ev=-10.043 lumo_ev=0.64 spin_multiplicity=1 smiles="[H]/N=C(/NC=O)OC"
H -1.395 1.328 -0.019 0.3548
N -1.285 0.365 0.278 -0.7656
C -0.101 -0.065 0.139 0.7018
N 0.239 -1.371 0.465 -0.6491
C -0.693 -2.344 0.768 0.5392
O -0.395 -3.496 0.980 -0.5689
O 1.002 0.569 -0.323 -0.5019
C 0.808 1.900 -0.774 -0.2658
H 1.206 -1.655 0.380 0.4208
H -1.717 -1.943 0.785 0.1521
H 1.783 2.251 -1.110 0.2103
H 0.448 2.540 0.040 0.1856
H 0.100 1.923 -1.609 0.1867

---

Arrangement ii

13
Properties=species:S:1:pos:R:3:nbo_charge:R:1 method="wB97M-V/def2-TZVPD" homo_ev=-9.532 lumo_ev=1.01 spin_multiplicity=1 smiles=CO[C@]12NO[C@H]1N2
C 1.708 -0.428 -0.968 -0.2535
O 1.216 -0.394 0.367 -0.4848
C -0.084 -0.045 0.462 0.4440
N -1.114 -0.789 -0.278 -0.3304
O -1.974 0.393 -0.257 -0.3857
C -0.946 1.148 0.361 0.1456
N -0.571 0.594 1.644 -0.5948
H 2.789 -0.545 -0.891 0.1961
H 1.474 0.505 -1.492 0.1774
H 1.281 -1.266 -1.526 0.1873
H -1.573 -1.489 0.310 0.3376
H -0.878 2.206 0.142 0.2061
H -1.329 0.111 2.125 0.3552

---

Arrangement iii

13
Properties=species:S:1:pos:R:3:nbo_charge:R:1 method="wB97M-V/def2-TZVPD" homo_ev=-9.661 lumo_ev=0.77 spin_multiplicity=1 smiles="[H]/N=C/[C@H](N)C(=O)O"
H -2.362 1.493 1.138 0.3723
N -1.768 0.802 0.616 -0.6549
C -0.787 1.153 -0.056 0.1512
C 0.150 -0.009 -0.600 -0.2291
N -0.288 -1.252 -0.095 -0.8748
C 1.569 0.152 -0.125 0.7596
O 2.291 1.107 -0.309 -0.5868
O 2.001 -0.888 0.563 -0.6720
H -0.587 2.227 -0.159 0.1877
H 0.176 -0.178 -1.655 0.2392
H -0.549 -1.955 -0.742 0.3840
H -1.059 -1.194 0.667 0.4163
H 1.213 -1.458 0.757 0.5074

---

Which structure loses on stability? arrangement ii does.